DFT (the ωB97M-V functional and the def2-TZVPD basis) results for the ion C2NO2 with charge +1 at a distorted geometry.

```
5
C2NO2 the ωB97M-V functional and the def2-TZVPD basis
C 1.13712 0.02956 -0.08108
C -0.48719 0.02604 -0.05120
N 2.24887 -0.01554 0.08120
O -1.41237 0.71292 0.28594
O -1.48642 -0.75298 -0.23487
```

As for the total charge: +1. The HOMO energy (spin up / spin down) comes out at -18.96 / -19.93 eV. As for the spin multiplicity: 3. The energy above the lowest of the compared OMol25 structures with the same formula, charge and spin comes out at 0.0 kcal/mol. The orbital gap (spin up / spin down) is 10.31 / 8.37 eV.

***

DFT (the ωB97M-V functional and the def2-TZVPD basis) results for a cluster of 2 separate species, C8H15N in total at a distorted geometry.

```
24
C8H15N the ωB97M-V functional and the def2-TZVPD basis
C -1.16461 0.03132 -1.34278
C 2.23730 -1.25173 1.48702
C -2.21486 -0.76114 0.85611
C 1.66881 2.31678 -0.31558
C -0.37959 -1.25125 -1.60943
C 1.66621 -0.06144 0.86083
C -1.38990 0.31898 0.19172
C 1.73587 0.98037 0.23766
N -1.46345 1.55546 0.49164
H -2.16845 1.82552 1.17514
H -2.16011 -0.07191 -1.78249
H -0.69562 0.89760 -1.80809
H 1.97328 -1.27619 2.54504
H 3.32374 -1.26443 1.39419
H 1.87215 -2.15205 0.98990
H -2.70643 -0.38143 1.75173
H -1.56512 -1.59306 1.12730
H -3.00192 -1.13691 0.20485
H 0.61967 2.60392 -0.42522
H 2.17217 3.01590 0.35572
H 2.12919 2.34157 -1.30450
H -0.22744 -1.40775 -2.67696
H 0.62565 -1.15620 -1.20588
H -0.88654 -2.12191 -1.19792
```

The SMILES is [H]/N=C(\C)CC.CC#CC. The HOMO energy comes out at -8.90 eV. The energy above the lowest of the compared OMol25 structures with the same formula, charge and spin comes out at 63.8 kcal/mol. The orbital gap is 9.82 eV.

***

DFT (the ωB97M-V functional and the def2-TZVPD basis) results for a cluster of 22 separate species, C9H60NO22 in total at a distorted geometry.

```
92
C9H60NO22 the ωB97M-V functional and the def2-TZVPD basis
C 1.70680 3.63874 -1.17276
C 0.74612 2.47250 -1.44096
C 1.49950 1.15425 -1.31188
C 1.91644 0.82834 0.09333
C 0.74233 0.93174 1.07171
C -0.23515 2.09250 0.78668
N -0.42473 2.35502 -0.61678
O -1.28179 3.42843 -0.81610
C 0.27985 3.30420 1.58806
C -1.56244 1.64269 1.37217
C 0.37056 2.59099 -2.88316
H 2.59843 3.65293 -1.80479
H 2.13225 3.42343 -0.18840
H 1.23560 4.61630 -1.16566
H 2.44171 1.27607 -1.87347
H 0.91478 0.38260 -1.81302
H 2.60866 1.56764 0.52283
H 2.48024 -0.10806 0.17148
H 1.16847 1.07553 2.06483
H 0.22207 -0.03483 1.06206
H -0.11216 3.28358 2.61003
H -0.01312 4.24840 1.12574
H 1.37131 3.28784 1.69030
H -1.53745 1.40033 2.43343
H -1.86127 0.73394 0.84732
H -2.27960 2.44628 1.19359
H 1.27120 2.41010 -3.46578
H -0.04181 3.56802 -3.10514
H -0.36875 1.87454 -3.23879
O -1.29805 -0.53116 -4.46959
H -0.99244 0.00858 -3.73296
H -2.15995 -0.15135 -4.67709
O 1.73512 6.17111 -4.33828
H 0.92683 5.83305 -4.76099
H 2.38822 5.43584 -4.42442
O 5.09779 -1.20300 0.54091
H 5.59038 -1.39686 -0.26572
H 4.21207 -0.96623 0.23611
O -2.51350 0.76747 -2.02312
H -1.95297 0.04569 -1.70934
H -1.98557 1.58935 -1.82490
O 3.07826 3.76835 -4.85392
H 2.34245 3.11740 -4.87837
H 3.85105 3.27230 -5.14760
O -2.62813 5.50374 1.14134
H -2.60665 5.48546 2.10541
H -2.16138 4.68763 0.85872
O 1.87311 7.55803 -1.72093
H 2.00161 6.80889 -2.32782
H 1.53980 8.26352 -2.28671
O -0.80436 4.36195 -5.40291
H -1.49303 4.50984 -4.72041
H -1.28649 4.16261 -6.21790
O -3.94919 4.24549 -1.96218
H -3.14994 3.80180 -1.59708
H -4.56752 4.27742 -1.22596
O -1.02765 6.30124 -2.90264
H -0.10328 6.56810 -3.01347
H -1.02383 5.55771 -2.23657
O 0.95702 2.18367 -6.04212
H 0.29340 2.86909 -5.76939
H 0.51423 1.59861 -6.66542
O 3.37113 1.13528 4.06851
H 3.59779 0.56379 4.81302
H 3.48371 0.57955 3.28576
O -4.55872 1.42304 0.05952
H -3.71957 1.63596 -0.39733
H -5.04401 2.25444 0.08331
O 4.33160 5.83240 -2.95208
H 4.29825 4.85860 -2.98994
H 4.00239 6.11152 -3.81587
O 0.02700 -1.86017 -1.12784
H 0.02990 -1.03390 -0.62078
H 0.07731 -2.55890 -0.46443
O 2.41059 3.83282 4.63015
H 2.09897 4.02761 3.73764
H 2.49756 2.86216 4.64135
O -3.81149 -1.02313 1.57720
H -4.16139 -1.21191 2.45462
H -3.95689 -0.06285 1.44834
O 4.30549 5.38187 -0.22402
H 4.33020 5.63832 -1.18189
H 3.55140 5.86709 0.13566
O 3.09522 -0.73864 -4.10394
H 3.21827 0.17424 -3.81090
H 3.81672 -1.22800 -3.69104
O 5.08067 2.61983 -0.74165
H 4.53484 1.83333 -0.63143
H 4.51901 3.36040 -0.42721
O -0.70922 -0.79678 4.13142
H -0.83778 -1.64291 3.68444
H -1.50292 -0.67778 4.66666
```

As for the total charge: -1. The HOMO energy comes out at -3.99 eV. The energy above the lowest of the compared OMol25 structures with the same formula, charge and spin comes out at 10.4 kcal/mol. The orbital gap is 5.80 eV.

***

DFT (the ωB97M-V functional and the def2-TZVPD basis) results for a cluster of 8 separate species, C29H65N8O14S2 in total at a distorted geometry.

```
118
C29H65N8O14S2 the ωB97M-V functional and the def2-TZVPD basis
C -1.66157 -1.98131 8.09799
C -2.93682 -1.89296 7.10977
O -3.91262 -2.62573 7.42603
O -2.94543 -1.01207 5.99932
C -2.52653 -1.71214 4.78110
C -1.75051 -0.61169 3.87733
C -0.91916 -1.27484 2.68536
S 0.64173 -0.38569 2.22799
O 1.66508 -1.47015 1.92046
O 0.36218 0.30565 0.89015
N 1.15506 0.76901 3.37313
S 2.30755 0.07892 4.48398
O 2.54082 1.12559 5.54332
O 3.61370 -0.21202 3.80578
C 1.47229 -1.39968 5.22009
C 2.36295 -2.25788 6.24124
C 1.79360 -3.78311 6.15614
O 3.77566 -2.25450 5.96619
H -1.09065 -0.98241 8.06817
H -0.95374 -2.82593 7.81636
H -2.00448 -2.12152 9.17986
H -3.46837 -2.09393 4.24769
H -1.85042 -2.61637 4.98310
H -2.52607 0.13392 3.47622
H -1.04282 -0.07879 4.61003
H -1.53859 -1.40499 1.74009
H -0.60085 -2.33121 3.02150
H 0.58498 -0.99170 5.83607
H 1.04442 -2.12050 4.44638
H 2.21649 -1.91781 7.31861
H 0.68040 -3.70288 5.85749
H 1.86166 -4.32892 7.15100
H 2.29851 -4.32956 5.28732
H 4.13012 -3.15829 5.85848
C -2.53572 -4.05771 0.13889
O -2.60028 -3.49007 1.21434
N -2.48752 -3.43240 -1.06555
C -2.40947 -4.15993 -2.31755
C -2.51360 -1.98296 -1.09547
H -2.50708 -5.15702 0.06161
H -1.49643 -3.87074 -2.84036
H -3.27908 -3.90368 -2.93104
H -2.39747 -5.23751 -2.14539
H -1.65955 -1.59939 -0.53092
H -3.43440 -1.63240 -0.62088
H -2.46788 -1.61860 -2.12147
C -6.91341 -3.09907 5.93258
O -6.98811 -3.52705 4.79533
N -7.97902 -2.82530 6.74150
C -7.81088 -2.31681 8.08697
C -9.31918 -3.05064 6.23807
H -5.94387 -2.89270 6.41243
H -8.26337 -3.01848 8.79319
H -8.30924 -1.34677 8.16711
H -6.75390 -2.19693 8.32962
H -9.42797 -4.10372 5.96651
H -9.47355 -2.44148 5.34394
H -10.06102 -2.78810 6.99339
C -1.11337 -5.12046 -5.39588
O -0.70393 -4.68950 -4.33587
N -1.48841 -4.35710 -6.46078
C -1.96831 -4.94123 -7.69584
C -1.40350 -2.91160 -6.35227
H -1.21577 -6.20240 -5.58062
H -1.31171 -4.63476 -8.51447
H -2.98309 -4.58355 -7.88923
H -1.97892 -6.03055 -7.63496
H -0.36908 -2.62775 -6.14451
H -2.03042 -2.57606 -5.52298
H -1.73503 -2.43850 -7.27726
C -0.66515 0.56179 -2.56922
O -1.24621 -0.12794 -3.39605
N -0.36281 1.87979 -2.71680
C 0.33196 2.63385 -1.68737
C -0.74623 2.55296 -3.94018
H -0.32981 0.14785 -1.60479
H -0.30143 3.46555 -1.36738
H 1.26473 3.02377 -2.10086
H 0.55874 2.00437 -0.82453
H -1.83134 2.49153 -4.05899
H -0.27280 2.05213 -4.78919
H -0.43878 3.59895 -3.91328
C 4.23797 4.73667 -1.54290
O 3.17786 4.31468 -1.11963
N 5.11214 4.03483 -2.31586
C 6.35726 4.60797 -2.78295
C 4.78463 2.66895 -2.68273
H 4.58144 5.76079 -1.32194
H 6.36616 4.59936 -3.87626
H 7.18961 4.00718 -2.40701
H 6.47055 5.63534 -2.43272
H 3.84131 2.66361 -3.23523
H 4.66137 2.07489 -1.77412
H 5.57179 2.23752 -3.29844
C 5.15096 -0.38416 -5.33260
O 5.59622 0.31151 -4.44102
N 4.37760 0.05842 -6.36443
C 3.88211 -0.83317 -7.39261
C 4.04049 1.46687 -6.43423
H 5.34735 -1.46772 -5.37333
H 4.25700 -0.50081 -8.36439
H 2.78934 -0.80390 -7.39403
H 4.21182 -1.85754 -7.21368
H 4.96092 2.05344 -6.49236
H 3.50113 1.75161 -5.52763
H 3.42081 1.66915 -7.30848
C 3.76020 8.23610 -2.85145
O 4.96391 8.36789 -2.72675
N 2.81603 8.86124 -2.09479
C 1.39796 8.65117 -2.30506
C 3.24385 9.76550 -1.04537
H 3.32886 7.57234 -3.61826
H 0.92758 9.60791 -2.54734
H 0.95720 8.24975 -1.38921
H 1.22370 7.95004 -3.12235
H 3.83840 10.56989 -1.48560
H 3.86733 9.21917 -0.33367
H 2.38126 10.18737 -0.52879
```

As for the total charge: -1. The HOMO energy comes out at -5.54 eV. The orbital gap is 7.28 eV.

***

Number 1: electronic energy -280.78005 Eh. Number 2: electronic energy -368.47109 Eh. Number 3: electronic energy -2088.95821 Eh. Number 4: electronic energy -3431.68501 Eh.